Entry 1:
Below is C2H3KNaO2 as an isolated structure, with properties calculated with wB97M-V/def2-TZVPD.

Summary:
LUMO = -4.407 eV
Energy relative to the best compared isomer or geometry (same formula, charge and spin) = 2.0 kcal/mol
Gap between HOMO and LUMO = 6.206 eV
Net charge = +1

XYZ file:
```
9
Properties=species:S:1:pos:R:3:mulliken_charge:R:1
H 0.92 -0.05 1.37 0.287
O 0.92 -1.66 1.26 -0.477
C 0.19 -1.33 0.26 0.259
C -0.14 0.08 0.45 -0.549
O -0.37 0.91 -0.60 -0.914
Na 1.41 1.39 -2.05 0.942
K -2.60 2.20 -1.20 0.987
H 0.57 -1.66 -0.74 0.199
H -0.90 0.12 1.26 0.267
```

=====

Entry 2:
Below is C2H3LiO2Tl as an isolated structure, with properties calculated with wB97M-V/def2-TZVPD.

Summary:
LUMO = -4.489 eV
Energy relative to the best compared isomer or geometry (same formula, charge and spin) = 47.7 kcal/mol
Gap between HOMO and LUMO = 7.618 eV
Net charge = +1

XYZ file:
```
9
Properties=species:S:1:pos:R:3:mulliken_charge:R:1
O 1.47 -0.28 -1.21 -0.445
C 0.20 -0.30 -1.06 0.036
C -0.37 0.70 -0.11 -0.131
O -1.07 -0.02 0.85 -0.819
H -1.06 1.34 -0.71 0.238
H 0.41 1.39 0.28 0.291
Li -1.45 0.58 2.47 0.912
Tl -0.19 -2.17 0.47 0.502
H 2.05 -1.25 -0.97 0.414
```

=====

Entry 3:
Below is C2H3LiO3Tl as an isolated structure, with properties calculated with wB97M-V/def2-TZVPD.

Summary:
LUMO (spin up / spin down) = 0.017 / -0.938 eV
Gap between HOMO and LUMO (spin up / spin down) = 7.685 / 8.021 eV
Multiplicity = 2
Net charge = 0

XYZ file:
```
10
Properties=species:S:1:pos:R:3:mulliken_charge:R:1
O -0.37 1.67 -0.47 -0.514
C -1.18 0.80 -0.17 0.312
C -0.79 -0.52 0.40 -0.431
O 0.18 -1.01 -0.42 -0.890
O 2.97 0.00 0.11 -0.868
Li 1.87 -1.51 -0.18 0.903
Tl 1.78 1.19 -0.63 0.665
H -2.23 0.89 -0.54 0.330
H -1.72 -1.14 0.42 0.273
H -0.51 -0.35 1.47 0.221
```

=====

Entry 4:
Below is C2H3LiOV as an isolated structure, with properties calculated with wB97M-V/def2-TZVPD.

Summary:
LUMO (spin up / spin down) = -4.736 / -4.817 eV
Gap between HOMO and LUMO (spin up / spin down) = 7.756 / 7.996 eV
Multiplicity = 5
Net charge = +1

XYZ file:
```
8
Properties=species:S:1:pos:R:3:mulliken_charge:R:1
O -0.78 -0.46 0.46 -0.753
C 0.49 -0.76 0.23 -0.046
Li -0.64 1.05 1.11 0.882
V -0.71 -0.45 -1.63 0.928
H 0.87 -1.62 0.80 0.306
C 0.98 0.79 -0.85 -0.709
H 1.96 0.71 -1.34 0.201
H 0.94 1.88 -0.66 0.191
```

=====

Entry 5:
Below is C2H3LuO2 as an isolated structure, with properties calculated with wB97M-V/def2-TZVPD.

Summary:
LUMO = -12.733 eV
Energy relative to the best compared isomer or geometry (same formula, charge and spin) = 43.6 kcal/mol
Gap between HOMO and LUMO = 2.662 eV
Net charge = +2

XYZ file:
```
8
Properties=species:S:1:pos:R:3:mulliken_charge:R:1
C -2.03 0.81 -0.72 0.246
O -2.33 1.57 -1.60 -0.296
H -2.10 1.09 0.39 0.195
H -1.06 0.19 -0.73 -0.121
C 1.45 -0.73 0.81 0.010
O 1.92 -1.72 0.19 -0.336
Lu 3.62 -0.26 0.24 1.897
H 0.54 -0.94 1.42 0.404
```

=====

Entry 6:
Below is an isolated ion of composition C2H3N2O and charge +1, with properties calculated with wB97M-V/def2-TZVPD.

Summary:
LUMO (spin up / spin down) = -7.873 / -7.874 eV
Energy relative to the best compared isomer or geometry (same formula, charge and spin) = 116.7 kcal/mol
Gap between HOMO and LUMO (spin up / spin down) = 8.120 / 8.120 eV
Net charge = +1
SMILES = [H]/N=C\C=[N+]=O

XYZ file:
```
8
Properties=species:S:1:pos:R:3:mulliken_charge:R:1
C -0.37 0.71 0.18 -0.157
C 0.79 -0.07 -0.43 -0.063
N -1.51 0.31 -0.01 0.618
N 1.33 -1.06 0.03 -0.330
O -2.43 -0.23 -0.32 -0.236
H -0.01 1.42 0.87 0.426
H 1.03 0.34 -1.30 0.453
H 1.18 -1.42 0.97 0.289
```